1.
{
  "formula": "H38O19",
  "method": "wB97M-V/def2-TZVPD",
  "total_charge": 0,
  "orbital_gap_ev": 10.68,
  "fmax_ha_per_bohr": 0.057,
  "lumo_ev": -0.3,
  "species": ["O", "H", "H", "O", "H", "H", "O", "H", "H", "O", "H", "H", "O", "H", "H", "O", "H", "H", "O", "H", "H", "O", "H", "H", "O", "H", "H", "O", "H", "H", "O", "H", "H", "O", "H", "H", "O", "H", "H", "O", "H", "H", "O", "H", "H", "O", "H", "H", "O", "H", "H", "O", "H", "H", "O", "H", "H"],
  "coordinates": [[-3.3084, -2.9386, 1.4815], [-2.9558, -2.1024, 1.1565], [-3.6435, -3.4288, 0.7362], [0.7974, -2.3969, 4.0010], [1.6481, -2.0493, 4.2463], [0.6481, -3.3387, 4.0947], [0.2724, 3.7899, 0.1798], [1.2143, 3.7732, 0.3546], [-0.2592, 4.5455, -0.0077], [-0.3072, 0.4289, -4.0746], [0.1025, 0.1653, -3.2388], [0.3097, 1.1274, -4.3366], [1.3903, -3.9021, -0.0906], [0.5056, -4.1174, -0.4138], [1.7600, -4.6307, 0.4019], [-1.0750, -2.5641, -3.1010], [-0.8805, -2.7959, -4.0226], [-1.7718, -1.9099, -3.3014], [1.0843, 1.6526, 4.3423], [1.6008, 1.5071, 3.5414], [0.3591, 2.2302, 4.0866], [-1.5478, -4.3692, -0.3684], [-2.0325, -3.7498, -0.9314], [-1.1770, -3.7823, 0.3039], [-1.1141, -1.2180, 0.9880], [-1.5137, -0.5489, 1.5480], [-0.4650, -1.8326, 1.3147], [1.1132, 3.2981, -3.1094], [1.4823, 3.7181, -2.3273], [0.2119, 3.2282, -2.7684], [2.7639, -1.2257, -1.9225], [3.6912, -1.0815, -1.8578], [2.2400, -1.8724, -1.4665], [4.1460, 1.9403, -2.6737], [3.1944, 1.8724, -2.7484], [4.2081, 1.8949, -1.7123], [-2.0372, 0.2856, 3.6958], [-2.9655, 0.1040, 3.7949], [-1.5854, -0.2188, 4.3786], [-2.8077, 3.7403, -1.9575], [-2.0378, 3.2490, -1.6691], [-3.0163, 3.3723, -2.8249], [-0.1231, 0.5299, -0.8411], [0.8167, 0.3242, -0.8180], [-0.5412, -0.1005, -0.2312], [-3.0961, -0.8018, -1.9488], [-2.8237, -0.1899, -2.6439], [-2.8576, -1.6837, -2.1916], [2.0036, 1.9585, 1.6274], [1.1936, 2.1683, 1.1923], [2.4039, 1.2218, 1.1505], [-3.1114, 2.2280, 1.8386], [-2.3256, 2.5376, 1.4051], [-3.7851, 2.8148, 2.1725], [4.9152, -0.1233, 1.6057], [4.3079, 0.3297, 2.1988], [4.7806, -1.0630, 1.7614]]
}


2.
{
  "formula": "H39O20",
  "method": "wB97M-V/def2-TZVPD",
  "total_charge": -1,
  "orbital_gap_ev": 8.74,
  "fmax_ha_per_bohr": 0.195,
  "lumo_ev": 1.9,
  "species": ["O", "H", "O", "H", "H", "O", "H", "H", "O", "H", "H", "O", "H", "H", "O", "H", "H", "O", "H", "H", "O", "H", "H", "O", "H", "H", "O", "H", "H", "O", "H", "H", "O", "H", "H", "O", "H", "H", "O", "H", "H", "O", "H", "H", "O", "H", "H", "O", "H", "H", "O", "H", "H", "O", "H", "H", "O", "H", "H"],
  "coordinates": [[-1.3558, -0.3749, -1.4794], [3.0051, 3.3824, -1.9013], [-2.5554, 0.9756, 2.2577], [-1.7432, 1.2112, 2.1209], [-2.5661, 0.3394, 1.4735], [-1.0656, -3.1613, 2.6147], [1.2683, -1.5147, -2.1797], [-0.1649, -3.4196, 2.3096], [-4.2987, 2.8241, -1.0901], [-4.6181, 2.2211, -1.8138], [2.9878, -1.6607, 1.9764], [3.3518, -0.7980, 2.1726], [-1.8220, -1.0636, -1.0146], [-0.8433, -2.2097, 2.8019], [-3.9135, -2.9974, 2.6819], [-1.0989, 0.3286, -0.5148], [-4.2307, 2.3586, -0.2538], [2.7015, 0.7954, -2.9981], [1.9379, 1.1803, -2.6891], [3.5837, 0.9088, -2.7069], [-2.3243, -2.6527, -3.0759], [-3.0183, -2.9173, 2.7866], [0.8744, -1.2568, -4.4282], [5.1858, -1.3239, -0.0098], [4.3360, -1.8100, -0.2096], [4.8918, -0.8341, 0.8421], [1.5797, -4.5491, 0.1998], [1.4289, -3.8505, -0.3841], [0.8084, -4.5496, 0.7573], [-0.4288, 0.4129, 0.6034], [-4.8319, 1.7646, 3.3032], [0.3835, 0.5990, 0.5078], [2.6847, 3.2925, -2.8131], [-1.2232, 3.4823, 0.5415], [-4.4897, -2.5658, 3.3481], [-5.2575, 1.3287, 2.5202], [-4.5945, 0.8111, 2.1024], [-2.0267, -2.1105, -2.1474], [2.1725, -1.6303, -1.8272], [-2.7310, -1.9210, -3.5492], [2.5583, -1.1698, -2.6123], [3.3956, 3.5122, 4.0191], [3.7835, 3.1461, 3.2395], [2.4411, 3.2081, 3.7516], [-0.0958, -0.7360, 2.9458], [-0.8920, -0.4515, 3.5130], [2.5531, -0.4448, 2.4715], [-0.3465, 3.5609, 0.1003], [-0.0679, -0.2401, 2.0302], [-0.1114, 3.0544, -0.5871], [0.8036, -1.6451, -5.2704], [0.4129, -0.7083, -5.7382], [3.2431, 3.4843, -3.5562], [3.3203, 1.3507, 0.2271], [3.1855, 1.5982, 1.0359], [3.5816, 0.2929, 0.2488], [-3.5619, 0.8701, -2.3098], [-3.0767, 0.8163, -1.5160], [-3.1065, 1.4563, -2.8280]]
}


3.
{
  "formula": "H3IN2",
  "method": "wB97M-V/def2-TZVPD",
  "total_charge": 0,
  "orbital_gap_ev": 9.04,
  "fmax_ha_per_bohr": 0.096,
  "lumo_ev": 0.4,
  "species": ["N", "N", "I", "H", "H", "H"],
  "coordinates": [[-0.9923, 0.3408, 0.4507], [-0.8268, -0.6462, 1.0381], [2.7393, -1.0009, -1.2791], [-1.1759, 1.2244, 0.9134], [-1.1098, 0.6370, -0.7441], [1.3656, -0.5552, -0.3790]]
}


4.
{
  "formula": "H3IN2O2S",
  "method": "wB97M-V/def2-TZVPD",
  "total_charge": 0,
  "orbital_gap_ev": [8.10, 8.10],
  "fmax_ha_per_bohr": 0.070,
  "lumo_ev": [-1.0, -1.0],
  "species": ["N", "N", "O", "O", "S", "I", "H", "H", "H"],
  "coordinates": [[-0.0857, 1.0834, -0.8774], [0.1768, -1.2262, 1.1971], [2.0515, 1.1187, 0.4393], [-0.0875, 1.7899, 1.5313], [0.6421, 0.9977, 0.5985], [-1.7915, -0.9800, 1.3930], [0.2723, 0.4260, -1.5510], [-1.0912, 1.1319, -0.8478], [0.5955, -1.2244, 2.1208]]
}


5.
{
  "formula": "H3INP",
  "method": "wB97M-V/def2-TZVPD",
  "total_charge": 0,
  "orbital_gap_ev": [7.28, 8.31],
  "fmax_ha_per_bohr": 0.065,
  "lumo_ev": [-1.3, -1.1],
  "species": ["N", "P", "I", "H", "H", "H"],
  "coordinates": [[0.9488, 0.7393, 0.2825], [-1.4092, -1.1752, 0.1577], [2.7359, -0.1580, 0.3025], [0.8579, 1.2257, -0.6183], [-1.4363, 0.1359, 0.9588], [-1.6970, -0.7677, -1.0832]]
}


6.
{
  "formula": "H3N2O2",
  "method": "wB97M-V/def2-TZVPD",
  "total_charge": -1,
  "orbital_gap_ev": [7.70, 6.86],
  "fmax_ha_per_bohr": 0.071,
  "lumo_ev": [5.4, 5.3],
  "species": ["N", "N", "O", "O", "H", "H", "H"],
  "coordinates": [[1.5808, 0.1169, -0.0891], [-1.3101, -0.4379, 0.1913], [-1.9080, 0.5970, -0.1679], [-0.1519, -0.7421, -0.1696], [1.6992, -0.0508, -1.0777], [1.6219, 1.1971, 0.0787], [-1.5320, -0.6802, 1.2344]]
}


7.
{
  "formula": "H3N2O2P",
  "method": "wB97M-V/def2-TZVPD",
  "total_charge": 0,
  "orbital_gap_ev": [8.01, 4.90],
  "fmax_ha_per_bohr": 0.074,
  "lumo_ev": [-1.1, -2.3],
  "species": ["N", "N", "O", "O", "P", "H", "H", "H"],
  "coordinates": [[-1.5290, 0.0241, -0.5744], [2.5374, -0.4161, 0.5729], [2.7350, -1.3615, -0.1391], [1.3700, -0.0004, 0.7895], [-1.2717, 0.3299, 1.0456], [-2.1119, -0.6826, -1.1598], [-1.2071, 0.6270, -1.2487], [-0.5227, 1.4798, 0.7139]]
}


8.
{
  "formula": "H3N2O3P",
  "method": "wB97M-V/def2-TZVPD",
  "total_charge": 0,
  "orbital_gap_ev": 9.11,
  "fmax_ha_per_bohr": 0.081,
  "lumo_ev": -0.8,
  "species": ["N", "P", "O", "O", "H", "H", "N", "O", "H"],
  "coordinates": [[1.1941, 0.5798, 0.3830], [-0.0826, 1.5566, 0.9337], [0.2496, 2.9404, 1.1748], [-1.0180, 0.7081, 1.6820], [0.8926, -0.4071, 0.2494], [2.0038, 0.7614, -0.2133], [-0.7540, -1.9283, 0.7688], [-0.4222, -3.0545, 0.9996], [-1.7810, -1.9452, 0.6648]]
}


9.
{
  "formula": "H3N2O3P",
  "method": "wB97M-V/def2-TZVPD",
  "total_charge": 0,
  "orbital_gap_ev": 9.39,
  "fmax_ha_per_bohr": 0.065,
  "lumo_ev": -1.7,
  "species": ["N", "N", "O", "O", "O", "P", "H", "H", "H"],
  "coordinates": [[-0.1980, -1.1566, 0.8276], [-0.6809, 1.2438, -0.4578], [0.4928, -0.5851, -1.8531], [1.6396, 0.1150, 0.3967], [0.0312, -2.3109, 0.8219], [0.4765, 0.0303, -0.5689], [-0.1818, -0.7245, 1.8964], [-0.4657, 1.8538, 0.2960], [-1.1137, 1.5343, -1.3588]]
}


10.
{
  "formula": "H3N2O3S",
  "method": "wB97M-V/def2-TZVPD",
  "total_charge": -1,
  "orbital_gap_ev": 7.80,
  "fmax_ha_per_bohr": 0.048,
  "lumo_ev": 4.1,
  "species": ["N", "N", "O", "O", "O", "S", "H", "H", "H"],
  "coordinates": [[0.6712, -1.8388, 1.7762], [1.3127, -0.9408, 1.2084], [-1.8266, 1.4641, -0.9196], [-0.6041, -0.5129, -1.7953], [0.6334, 1.6834, -1.4547], [-0.2650, 0.6458, -0.9531], [-1.6764, 2.3780, -0.6533], [1.0191, -2.8516, 1.4686], [0.7356, -0.0273, 1.3227]]
}


11.
{
  "formula": "H3N2O4P",
  "method": "wB97M-V/def2-TZVPD",
  "total_charge": 0,
  "orbital_gap_ev": 9.39,
  "fmax_ha_per_bohr": 0.027,
  "lumo_ev": -0.4,
  "species": ["O", "N", "O", "H", "N", "O", "P", "O", "H", "H"],
  "coordinates": [[-2.1844, 0.7388, -0.3347], [-2.3501, -0.3705, 0.1116], [-2.0700, -1.4149, -0.3976], [-2.8155, -0.4129, 1.0623], [2.2138, -0.2479, -0.7060], [1.4945, 0.9616, -0.7326], [0.2866, 1.2872, 0.3088], [0.2284, 0.1697, 1.2519], [3.1994, -0.0013, -0.7459], [1.9973, -0.7100, 0.1821]]
}


12.
{
  "formula": "H3N2OS",
  "method": "wB97M-V/def2-TZVPD",
  "total_charge": -1,
  "orbital_gap_ev": 8.06,
  "fmax_ha_per_bohr": 0.087,
  "lumo_ev": 4.5,
  "species": ["N", "N", "O", "S", "H", "H", "H"],
  "coordinates": [[-1.6490, 0.3322, 0.0948], [-0.8723, -0.5300, 0.4168], [-1.6636, 1.5563, 0.1920], [2.1504, 0.5987, 0.1320], [-2.6466, -0.1049, -0.3183], [0.4949, 0.0197, 0.4079], [1.8148, 1.8643, 0.0002]]
}


13.
{
  "formula": "H3N3",
  "method": "wB97M-V/def2-TZVPD",
  "total_charge": 0,
  "orbital_gap_ev": [9.89, 9.89],
  "fmax_ha_per_bohr": 0.013,
  "lumo_ev": [0.4, 0.4],
  "species": ["N", "N", "N", "H", "H", "H"],
  "coordinates": [[0.1218, 0.3515, -0.6039], [-0.9249, -0.2862, 0.9448], [-0.0190, -0.8783, 1.3524], [0.2694, 1.3627, -0.6819], [-0.1979, 0.0615, -1.5335], [0.7505, -0.6112, 0.5220]]
}


14.
{
  "formula": "H3N3O",
  "method": "wB97M-V/def2-TZVPD",
  "total_charge": 0,
  "orbital_gap_ev": [7.75, 9.52],
  "fmax_ha_per_bohr": 0.109,
  "lumo_ev": [0.2, 0.8],
  "species": ["N", "N", "N", "O", "H", "H", "H"],
  "coordinates": [[-0.0042, -0.7951, 0.5461], [0.3177, 0.4048, 0.4567], [-0.7980, 1.1556, -0.6967], [-0.5706, 2.4207, -0.8722], [-0.9543, -1.0970, 0.2326], [0.7502, -1.4247, 0.6545], [0.2398, 2.6862, -1.4249]]
}


15.
{
  "formula": "H3N3O",
  "method": "wB97M-V/def2-TZVPD",
  "total_charge": 0,
  "multiplicity": 3,
  "orbital_gap_ev": [8.59, 9.93],
  "fmax_ha_per_bohr": 0.109,
  "lumo_ev": [0.5, -0.3],
  "species": ["N", "N", "N", "O", "H", "H", "H"],
  "coordinates": [[-1.0535, 0.0540, -0.6460], [1.5437, 0.7788, -0.8589], [-0.3351, -0.4776, 0.3912], [1.6238, 0.2901, 0.2056], [-0.0924, -1.3939, 0.1994], [-0.4598, -0.3028, 1.3105], [-1.2268, 1.0516, -0.6017]]
}


16.
{
  "formula": "H3N3O3",
  "method": "wB97M-V/def2-TZVPD",
  "total_charge": 0,
  "orbital_gap_ev": [8.64, 8.52],
  "fmax_ha_per_bohr": 0.073,
  "lumo_ev": [-0.6, -0.5],
  "species": ["N", "N", "N", "O", "O", "O", "H", "H", "H"],
  "coordinates": [[0.0241, 1.5808, 0.8633], [-0.1432, 1.3893, -0.4096], [0.2296, -0.1417, -0.8032], [-0.3026, -0.6690, -1.7646], [0.3071, -0.9983, 0.3106], [-0.2756, -2.2354, 0.1209], [-0.0539, 0.7839, 1.4329], [0.6209, 2.2942, 1.0773], [-0.4064, -2.0038, -0.8276]]
}


17.
{
  "formula": "H3N3O3",
  "method": "wB97M-V/def2-TZVPD",
  "total_charge": 0,
  "orbital_gap_ev": [8.42, 9.13],
  "fmax_ha_per_bohr": 0.069,
  "lumo_ev": [-0.5, -0.1],
  "species": ["N", "N", "N", "O", "O", "O", "H", "H", "H"],
  "coordinates": [[3.2799, 0.9680, -0.6618], [4.2063, 1.3416, -0.0446], [3.4142, -1.1330, 0.0119], [4.2922, -1.0350, 0.8235], [-3.4056, -1.0853, -0.5906], [2.5846, -1.8703, -0.3677], [-3.0857, -0.7437, 0.2684], [4.5910, 2.2821, -0.1938], [-2.5852, -1.3487, -0.8868]]
}


18.
{
  "formula": "H3N3O3",
  "method": "wB97M-V/def2-TZVPD",
  "total_charge": 0,
  "orbital_gap_ev": 8.46,
  "fmax_ha_per_bohr": 0.090,
  "lumo_ev": -1.7,
  "species": ["O", "N", "N", "O", "O", "N", "H", "H", "H"],
  "coordinates": [[-2.8849, -0.2552, -1.0784], [-2.2145, 0.5450, -0.5148], [-2.5377, 1.9541, -1.3791], [-2.0400, 2.9531, -0.9875], [-3.1018, 1.6838, -2.4301], [1.0600, -0.7586, 1.1036], [1.5991, -0.6670, 0.2725], [1.4443, -0.2282, 1.8340], [1.0339, -1.7286, 1.3203]]
}


19.
{
  "formula": "H3N4",
  "method": "wB97M-V/def2-TZVPD",
  "total_charge": 1,
  "orbital_gap_ev": [8.39, 8.23],
  "fmax_ha_per_bohr": 0.127,
  "lumo_ev": [-7.4, -7.5],
  "species": ["N", "N", "N", "N", "H", "H", "H"],
  "coordinates": [[-2.7030, 1.6335, 0.2126], [-1.7187, 1.1208, 0.2298], [-0.2997, -0.6026, 0.3668], [-0.6022, 0.6177, 0.0252], [-0.1663, -1.1600, 1.1872], [0.2220, -1.0906, -0.3254], [0.6059, 1.7648, 0.3904]]
}